[1]
DFT (the ωB97M-V functional and the def2-TZVPD basis) results for 4 unconnected molecules or ions with the total composition C3H14NO3 at a distorted geometry.

frontier orbital gap (alpha / beta)	8.65 / 1.64	eV
total charge	+2
LUMO (alpha / beta)	-0.309 / -0.567	Eh
molecular weight	112.149	Da
2S+1	2
E_HOMO (alpha / beta)	-0.6271 / -0.6271	Ha

Each line ends with the Mulliken charge.
Geometry (Å):
C  2.43646  -1.33673  -0.00221  -1.189
C  0.91983  -1.41101  -0.05356  -0.248
C  -0.57861  0.39926  -0.66071  -0.227
N  0.30061  -0.09023  0.10720  0.043
H  2.93955  -1.25440  -0.96563  0.370
H  2.88303  -0.66685  0.72691  0.344
H  2.76550  -2.33919  0.28639  0.325
H  0.61445  -1.76036  -1.04051  0.356
H  0.51029  -2.12375  0.65552  0.318
H  -1.13474  1.28945  -0.37913  0.302
H  -1.01990  -0.03304  -1.52103  0.257
H  0.48848  0.46243  0.94228  0.314
H  -4.04762  -1.58584  -0.60287  0.319
H  -2.86223  -2.06149  -1.34507  0.331
O  -3.25298  -1.23568  -1.02978  -0.630
H  1.12122  -0.86474  3.52126  0.319
H  0.18173  -1.89686  3.84601  0.311
O  0.39376  -1.33763  3.08393  -0.615
H  -1.20305  6.68981  -1.74325  0.511
H  -0.63806  5.24078  -1.55322  0.484
O  -0.81771  5.91605  -2.27251  0.005


[2]
DFT (the ωB97M-V functional and the def2-TZVPD basis) results for 4 unconnected molecules or ions with the total composition C3H14NO4 at a distorted geometry.

frontier orbital gap	8.37	eV
total charge	-1
LUMO	0.146	Eh
molecular weight	128.148	Da
E_HOMO	-0.1612	Ha

Each line ends with the Mulliken charge.
Geometry (Å):
C  -1.40708  -1.78368  1.06850  -0.742
C  -0.09486  -1.30260  0.47893  -0.427
C  0.24198  0.23462  0.85018  -0.488
O  0.80645  0.88369  -0.22068  -0.907
N  -2.54670  -1.02552  0.49123  -0.763
H  -1.50074  -1.84685  2.14709  0.346
H  -1.58101  -2.76856  0.62140  0.318
H  0.80496  -1.78683  0.86093  0.379
H  -0.17886  -1.30491  -0.60226  0.262
H  0.86402  0.12879  1.75645  0.304
H  -0.70613  0.69736  1.15968  0.325
H  -2.34128  -0.85380  -0.50148  0.315
H  -2.59309  -0.05564  0.79451  0.296
H  0.30013  3.41142  0.11671  0.325
H  1.35958  2.82956  1.00695  0.310
O  0.85671  3.61472  0.86966  -0.649
H  0.13625  0.20382  -3.00424  0.273
H  0.06383  0.72906  -1.45412  0.383
O  -0.47391  0.51090  -2.31416  -0.770
H  3.30448  0.14759  -1.73382  0.271
H  2.00482  -0.12648  -0.87634  0.374
O  2.68046  -0.53665  -1.51512  -0.733


[3]
DFT (the ωB97M-V functional and the def2-TZVPD basis) results for C3H14O2Si3 in the gas phase at a distorted geometry.

SMILES	C[Si](C)(C)[Si@@H](O)O[SiH3]
frontier orbital gap	9.74	eV
total charge	0
LUMO	0.022	Eh
molecular weight	166.401	Da
E_HOMO	-0.3354	Ha

Each line ends with the Mulliken charge.
Geometry (Å):
C  1.76490  -2.08155  0.49893  -1.050
Si  0.67368  -0.50423  0.49474  0.391
C  1.44508  0.97163  -0.37306  -0.932
C  0.52120  -0.09988  2.36166  -1.112
Si  -1.50684  -0.87843  -0.36905  0.388
O  -2.82843  -1.05270  0.54322  -0.465
O  -1.70293  0.67943  -1.05790  0.100
Si  -1.62168  1.92059  -1.97600  0.157
H  1.92638  -2.32659  -0.52767  0.337
H  2.76794  -1.77746  0.81913  0.314
H  1.44957  -2.97665  1.12086  0.291
H  1.66739  0.73047  -1.47895  0.276
H  0.72935  1.77119  -0.40718  0.109
H  2.39061  1.19545  0.11535  0.382
H  -0.21444  0.61442  2.63788  0.369
H  0.27221  -1.03496  2.96925  0.264
H  1.45801  0.26901  2.59108  0.342
H  -1.48985  -1.91616  -1.59959  -0.111
H  -3.41030  -0.30010  0.62708  0.321
H  -0.37509  2.73883  -1.54444  -0.094
H  -0.92735  1.63023  -3.27937  -0.132
H  -2.98941  2.42745  -2.16597  -0.145


[4]
DFT (the ωB97M-V functional and the def2-TZVPD basis) results for 4 unconnected molecules or ions with the total composition C3H14O3S at a distorted geometry.

SMILES	CCSC.O.O.O
frontier orbital gap	8.90	eV
total charge	0
LUMO	0.018	Eh
molecular weight	130.209	Da
E_HOMO	-0.3087	Ha

Each line ends with the Mulliken charge.
Geometry (Å):
C  -0.37233  -2.03722  1.53891  -1.153
C  0.46930  -1.47664  0.41686  -0.183
S  0.16155  0.36003  0.04432  -0.086
C  1.09889  0.40072  -1.51067  -0.788
H  -1.31994  -2.45026  1.20353  0.311
H  0.17430  -2.90126  1.96736  0.344
H  -0.35242  -1.42749  2.47569  0.321
H  1.47961  -1.72509  0.66095  0.109
H  0.21131  -1.84885  -0.57724  0.275
H  2.15745  0.15342  -1.33957  0.274
H  1.16422  1.39430  -1.96281  0.299
H  0.76645  -0.42245  -2.12501  0.294
O  3.14713  -0.25169  1.47842  -0.572
H  3.99934  -0.09982  1.91516  0.286
H  3.19981  -1.21244  1.46140  0.298
O  -0.61823  3.77185  -0.13878  -0.616
H  -0.13439  4.27969  -0.78006  0.302
H  -0.02827  3.11437  0.24401  0.286
O  -5.16394  0.41164  -1.66298  -0.638
H  -5.48914  1.10800  -2.22985  0.316
H  -4.55071  0.85919  -1.07963  0.321


[5]
DFT (the ωB97M-V functional and the def2-TZVPD basis) results for 4 unconnected molecules or ions with the total composition C3H14O3S at a distorted geometry.

SMILES	CCCS.O.O.O
frontier orbital gap	9.03	eV
total charge	0
LUMO	0.012	Eh
molecular weight	130.209	Da
E_HOMO	-0.3202	Ha

Each line ends with the Mulliken charge.
Geometry (Å):
C  2.24483  -3.36619  0.86104  -1.254
C  1.45707  -2.07008  0.73014  -0.131
C  1.27110  -1.62085  -0.70211  -0.777
S  0.67945  0.02365  -0.93760  -0.202
H  1.97914  -4.15058  1.60869  0.356
H  3.29093  -3.35950  0.99789  0.344
H  2.05031  -4.09186  0.04219  0.303
H  0.46076  -2.19000  1.15977  0.276
H  1.94761  -1.35206  1.42172  0.280
H  0.78317  -2.29422  -1.40940  0.401
H  2.25302  -1.60726  -1.20246  0.304
H  -0.60215  -0.04277  -0.53870  0.102
O  -0.94306  3.98248  1.17287  -0.656
H  -1.00522  3.11265  0.73151  0.311
H  -1.87456  4.28308  1.04487  0.321
O  -1.98450  1.44696  0.49275  -0.621
H  -2.80367  1.22626  0.95413  0.293
H  -2.35472  1.83775  -0.31786  0.378
O  -2.51810  3.15487  -1.81977  -0.657
H  -1.74986  3.66739  -1.53071  0.324
H  -2.58154  3.41028  -2.75898  0.307


[6]
DFT (the ωB97M-V functional and the def2-TZVPD basis) results for 4 unconnected molecules or ions with the total composition C3H14O3S2 at a distorted geometry.

SMILES	CCCSS.O.O.O
frontier orbital gap	9.23	eV
total charge	0
LUMO	0.017	Eh
molecular weight	162.276	Da
E_HOMO	-0.3224	Ha

Each line ends with the Mulliken charge.
Geometry (Å):
C  0.18166  4.59309  2.61691  -1.125
C  -0.36435  3.31315  1.94420  -0.453
C  0.66679  2.39678  1.35377  -0.650
S  -0.23411  0.90413  0.72288  -0.083
S  0.81581  0.28702  -0.92809  -0.203
H  1.22488  4.43357  2.90515  0.320
H  0.14291  5.47014  1.97426  0.292
H  -0.38312  4.81969  3.51479  0.320
H  -1.07684  3.63565  1.18795  0.323
H  -0.97316  2.78900  2.67846  0.312
H  1.33809  1.94422  2.08276  0.374
H  1.29717  2.82308  0.57610  0.431
H  1.97118  0.05173  -0.32876  0.145
O  -1.82418  -2.98408  -1.00381  -0.639
H  -1.62282  -3.57289  -0.26691  0.317
H  -1.65044  -2.10300  -0.65489  0.318
O  -0.96745  -5.88395  1.98712  -0.636
H  -1.08870  -6.22759  2.88223  0.316
H  -1.62063  -6.35563  1.46015  0.324
O  1.09378  -1.86554  -5.69950  -0.635
H  0.83421  -2.18255  -4.83478  0.319
H  2.05402  -1.84316  -5.67990  0.315


[7]
DFT (the ωB97M-V functional and the def2-TZVPD basis) results for a molecular structure, C3H14O3S2 at a distorted geometry.

frontier orbital gap	3.78	eV
total charge	0
LUMO	-0.180	Eh
molecular weight	162.276	Da
E_HOMO	-0.3193	Ha

Each line ends with the Mulliken charge.
Geometry (Å):
C  -1.30091  -0.52754  1.91314  -1.072
C  0.21309  -0.44631  1.68068  0.129
S  0.77073  1.20975  1.97719  0.078
S  2.85012  0.50432  -0.33681  -0.014
C  1.74691  1.20100  -1.58563  -0.511
H  -1.71412  -0.30360  2.89925  0.385
H  -1.78567  0.19810  1.26182  0.274
H  -1.64472  -1.53998  1.68344  0.279
H  0.34449  -0.68720  0.60742  0.022
H  0.74269  -1.27310  2.16186  0.389
H  0.70681  1.10666  -1.31259  0.150
H  1.90225  0.63342  -2.50876  0.292
H  2.01890  2.23257  -1.81029  0.341
H  -1.26312  1.81344  0.24324  0.250
H  -1.31701  0.97286  -1.15555  0.390
O  -1.29091  1.87065  -0.71171  -0.663
H  -1.16469  -0.75823  -2.56728  0.188
H  -0.44079  -1.49626  -0.84662  0.338
O  -1.32336  -0.57281  -1.63908  -0.921
H  1.99635  1.00366  0.70047  0.068
H  0.08149  -2.98272  -0.53738  0.245
O  -0.12853  -2.15867  -0.11679  -0.635


[8]
DFT (the ωB97M-V functional and the def2-TZVPD basis) results for 4 unconnected molecules or ions with the total composition C3H14O3S2 at a distorted geometry.

SMILES	CCSSC.O.O.O
frontier orbital gap	8.72	eV
total charge	0
LUMO	0.012	Eh
molecular weight	162.276	Da
E_HOMO	-0.3088	Ha

Each line ends with the Mulliken charge.
Geometry (Å):
C  -1.50221  -0.91028  0.81804  -0.504
C  -2.55767  -0.09487  0.15926  -0.679
S  -2.85762  1.53832  0.84462  -0.104
S  -1.48495  2.67261  -0.12509  -0.109
C  0.09114  2.13317  0.18225  -0.634
H  -2.06938  -1.61232  1.50851  0.290
H  -0.65476  -0.52928  1.28465  0.214
H  -1.03975  -1.61811  0.02026  0.037
H  -2.51799  -0.17032  -1.01267  0.328
H  -3.55005  -0.61532  0.29334  0.366
H  0.40752  1.95650  1.20511  0.278
H  0.50875  1.58228  -0.73710  0.200
H  0.67091  3.15540  0.30094  0.285
O  2.55219  -0.65927  1.48836  -0.699
H  2.22591  0.11534  1.87377  0.315
H  3.22662  -0.53179  0.79317  0.336
O  1.47345  -1.56453  -0.67536  -0.575
H  0.81444  -1.99474  -1.09194  0.282
H  1.33138  -1.34465  0.26066  0.377
O  1.64125  -0.28046  -2.66509  -0.629
H  2.15464  -0.15099  -1.83686  0.350
H  1.13619  -1.07668  -2.88882  0.276


[9]
DFT (the ωB97M-V functional and the def2-TZVPD basis) results for 5 unconnected molecules or ions with the total composition C3H14O4 at a distorted geometry.

SMILES	C=CC.O.O.O.O
frontier orbital gap	9.67	eV
total charge	0
LUMO	0.006	Eh
molecular weight	114.141	Da
E_HOMO	-0.3496	Ha

Each line ends with the Mulliken charge.
Geometry (Å):
C  -3.17486  -0.53657  0.07353  -0.922
C  -1.97455  -0.30652  0.72778  -0.022
C  -0.68903  -0.92460  0.27726  -0.698
H  -4.02730  0.01213  0.32495  0.358
H  -3.04560  -1.27750  -0.79892  0.224
H  -2.08248  0.27393  1.67094  0.299
H  -1.11604  -1.92719  -0.10308  0.421
H  -0.15036  -1.06917  1.36794  0.127
H  -0.36132  -0.46645  -0.62252  0.263
O  -0.86500  1.20808  -1.78527  -0.622
H  -0.84299  1.94149  -2.39663  0.280
H  -1.77203  1.06538  -1.44256  0.339
O  2.28365  -0.24275  -0.64876  -0.551
H  1.83922  0.60845  -0.84926  0.277
H  2.60854  -0.77194  -1.35457  0.247
O  0.52371  1.84394  1.06443  -0.625
H  1.07127  1.25749  0.59970  0.196
H  -0.00264  1.97833  0.20673  0.406
O  4.19315  -1.00360  1.54271  -0.625
H  3.46641  -1.46280  1.10664  0.312
H  4.11825  -0.20013  1.03895  0.316


[10]
DFT (the ωB97M-V functional and the def2-TZVPD basis) results for a molecular structure, C3H14O4 at a distorted geometry.

frontier orbital gap	3.80	eV
total charge	0
LUMO	-0.204	Eh
molecular weight	114.141	Da
E_HOMO	-0.3438	Ha

Each line ends with the Mulliken charge.
Geometry (Å):
C  2.32146  -0.36821  0.42323  -0.920
C  1.00422  0.06338  0.82341  0.570
C  0.38165  -0.38660  1.98298  -0.787
H  3.10806  0.36098  0.18216  0.326
H  2.76265  -1.01592  1.18777  0.353
H  2.19072  -0.87698  -0.55051  0.230
H  0.44400  0.49151  -0.00707  0.352
H  -0.59087  0.02765  2.20662  0.438
H  0.90777  -1.06276  2.64436  0.255
H  -3.08720  0.83056  2.16067  0.233
H  -1.97373  0.03776  0.79989  0.392
O  -2.17962  0.79458  1.80041  -0.798
H  0.48668  -0.60996  -2.23467  0.404
H  0.74205  1.32625  -2.59253  0.235
O  1.14369  0.79518  -1.89145  -0.674
H  -1.38538  1.76827  -1.52760  -0.252
H  -2.28614  -1.45467  0.14102  0.205
O  -1.66269  -0.72542  0.06361  -0.582
H  -1.41495  2.42433  -1.84035  0.232
H  -0.74188  -1.07796  -1.52026  0.399
O  -0.17047  -1.34197  -2.25170  -0.611


[11]
DFT (the ωB97M-V functional and the def2-TZVPD basis) results for 4 unconnected molecules or ions with the total composition C3H14O4 at a distorted geometry.

SMILES	CC(C)O.O.O.O
frontier orbital gap	11.15	eV
total charge	0
LUMO	0.021	Eh
molecular weight	114.141	Da
E_HOMO	-0.3889	Ha

Each line ends with the Mulliken charge.
Geometry (Å):
C  0.43029  1.39768  -0.93379  -1.151
C  -1.07547  1.17284  -0.76737  0.610
C  -1.42999  0.27222  0.41449  -1.327
O  -1.64151  0.61720  -1.95990  -0.599
H  0.98009  0.74861  -0.27180  0.245
H  0.69316  2.43802  -0.83863  0.343
H  0.69728  1.08511  -1.94170  0.323
H  -1.57010  2.12040  -0.52406  0.347
H  -1.00173  0.61880  1.34821  0.354
H  -0.97841  -0.71249  0.23434  0.269
H  -2.50029  0.09634  0.48208  0.336
H  -2.35342  1.13192  -2.34964  0.284
O  1.36229  -0.24297  3.50653  -0.634
H  1.22919  -0.05775  4.44285  0.291
H  2.17483  0.25870  3.31616  0.330
O  -0.25853  -1.90473  -2.27480  -0.650
H  -0.99116  -2.47651  -2.00873  0.309
H  -0.70324  -1.05853  -2.44343  0.331
O  2.67925  -1.69307  0.76047  -0.642
H  2.12488  -1.49161  1.53400  0.313
H  2.13260  -2.32019  0.27471  0.319


[12]
DFT (the ωB97M-V functional and the def2-TZVPD basis) results for 4 unconnected molecules or ions with the total composition C3H14O4 at a distorted geometry.

SMILES	CCCO.O.O.O
frontier orbital gap	11.54	eV
total charge	0
LUMO	0.028	Eh
molecular weight	114.141	Da
E_HOMO	-0.3959	Ha

Each line ends with the Mulliken charge.
Geometry (Å):
C  1.87384  0.19052  2.29061  -1.225
C  0.86257  0.07246  1.14147  -0.040
C  -0.06161  1.27322  1.08501  -0.653
O  -1.09168  1.24384  0.07938  -0.533
H  1.81173  1.19993  2.72067  0.329
H  1.70336  -0.57145  3.03337  0.314
H  2.88207  0.40432  1.94603  0.348
H  0.27799  -0.85326  1.25254  0.241
H  1.44669  -0.13105  0.23733  0.239
H  0.53656  2.09584  0.65732  0.329
H  -0.56814  1.39109  2.04884  0.359
H  -1.64113  0.47998  0.29165  0.281
O  -0.84914  -1.31916  -2.71280  -0.703
H  -0.31609  -1.85203  -3.30775  0.309
H  -0.41026  -0.44905  -2.63275  0.372
O  -0.49054  1.28271  -2.38369  -0.740
H  -0.25757  1.00499  -1.47740  0.444
H  -1.21558  1.89674  -2.33536  0.279
O  -1.36532  -2.44910  -0.28500  -0.666
H  -2.12089  -2.96024  -0.60653  0.294
H  -1.00684  -1.95030  -1.04295  0.422


Question: What is the formula in the sixth record?
Answer: C3H14O3S2


Question: Which of these has the highest total charge?
Answer: C3H14NO3